Record 1
Entry from OMol25: 2 unconnected molecules or ions with the total composition C2H5O2 (wB97M-V/def2-TZVPD).

Geometry as XYZ:
```
9
C2H5O2 (wB97M-V/def2-TZVPD)
O 2.012 1.293 -0.393
H 1.378 0.534 -0.206
O 0.684 -0.983 -0.346
C -0.581 -0.950 -0.079
C -1.244 -0.026 0.679
H -1.204 -1.799 -0.361
H -0.898 0.964 0.962
H -2.231 -0.232 1.090
H 2.085 1.199 -1.347
```

- ΔE to the lowest compared entry with this formula, charge and spin (eV) = 0.964
- E_tot (eV) = -6250.175
- lowest unoccupied orbital energy (eV) = 4.7918
- net charge = -1
- HOMO (Ha) = -0.0938
- max |F| (eV/A) = 1.71

Atomic partial charges in e from the Löwdin method, atoms 1 to 6: number 1, O, carries -0.15; number 2, H, carries -0.02; number 3, O, carries -0.23; number 4, C, carries -0.51; number 5, C, carries -0.12; number 6, H, carries 0.06

***

Record 2
Entry from OMol25: 2 unconnected molecules or ions with the total composition C4H3ClO (wB97M-V/def2-TZVPD).

Geometry as XYZ:
```
9
C4H3ClO (wB97M-V/def2-TZVPD)
C 1.314 -0.565 -0.827
C -1.978 0.104 0.101
C 0.019 -0.194 -0.460
C 1.066 0.384 0.413
O -2.171 1.036 0.778
Cl -2.923 -1.338 -0.227
H 2.047 -0.991 -1.496
H 1.286 0.047 1.424
H 1.342 1.516 0.294
```

- ΔE to the lowest compared entry with this formula, charge and spin (eV) = 4.815
- E_tot (eV) = -18760.833
- lowest unoccupied orbital energy (eV) = -0.3700
- HOMO (Ha) = -0.3412
- max |F| (eV/A) = 5.83

Atomic partial charges in e from the Löwdin method, atoms 1 to 6: number 1, C, carries 0.01; number 2, C, carries -0.68; number 3, C, carries -0.07; number 4, C, carries -0.22; number 5, O, carries 0.08; number 6, Cl, carries 0.65

***

Record 3
Entry from OMol25: a molecular structure, C24H40O12PbS3 (wB97M-V/def2-TZVPD).

Geometry as XYZ:
```
80
C24H40O12PbS3 (wB97M-V/def2-TZVPD)
Pb -13.761 28.722 -13.269
C -12.798 29.888 -9.927
C -11.582 29.702 -10.890
C -10.229 29.963 -10.230
O -11.753 28.716 -11.841
H -13.740 29.668 -10.430
H -12.855 30.869 -9.446
H -12.746 29.073 -9.191
H -11.650 30.584 -11.565
H -10.038 29.316 -9.361
H -10.146 30.948 -9.759
H -9.468 29.883 -11.005
C -12.371 26.429 -16.745
C -13.111 26.255 -15.399
C -13.393 24.779 -15.101
O -12.404 26.827 -14.355
H -11.313 26.164 -16.709
H -12.386 27.500 -16.962
H -12.907 26.008 -17.604
H -14.040 26.795 -15.665
H -12.445 24.263 -14.929
H -13.852 24.345 -15.999
H -14.017 24.634 -14.215
C -11.045 30.246 -17.101
C -11.947 30.080 -16.077
C -13.432 30.027 -16.377
O -14.291 29.876 -15.422
C -13.894 30.238 -17.635
C -13.014 30.469 -18.770
C -11.453 30.313 -18.497
O -10.687 30.330 -19.454
O -13.321 30.607 -19.950
O -11.530 30.053 -14.883
H -9.969 30.188 -17.011
H -14.957 30.429 -17.740
C -16.077 31.559 -8.774
C -16.468 30.097 -8.347
C -16.930 29.216 -9.580
S -16.883 30.324 -11.064
O -18.200 30.236 -11.688
O -15.714 30.095 -11.889
C -16.751 31.871 -10.168
H -15.000 31.549 -8.935
H -16.375 32.302 -8.041
H -17.278 30.190 -7.621
H -15.722 29.480 -7.851
H -17.833 28.628 -9.463
H -16.103 28.550 -9.840
H -17.788 32.103 -9.931
H -16.200 32.628 -10.716
C -12.885 23.604 -11.209
C -14.041 23.317 -10.213
C -15.051 24.411 -10.532
S -14.077 25.918 -10.506
O -13.865 26.269 -9.098
O -14.575 26.910 -11.441
C -12.564 25.071 -11.123
H -13.372 23.298 -12.138
H -12.006 22.990 -11.018
H -13.779 23.501 -9.166
H -14.385 22.287 -10.285
H -16.020 24.461 -10.033
H -15.468 24.374 -11.548
H -12.016 25.201 -10.185
H -12.095 25.561 -11.977
C -16.943 28.171 -16.596
C -17.833 28.983 -15.665
C -18.317 28.130 -14.418
S -17.115 26.728 -14.413
O -17.725 25.497 -13.943
O -15.894 27.253 -13.824
C -17.026 26.704 -16.218
H -15.921 28.559 -16.634
H -17.148 28.279 -17.666
H -18.704 29.397 -16.168
H -17.078 29.708 -15.356
H -19.252 27.587 -14.584
H -18.504 28.655 -13.484
H -17.932 26.301 -16.667
H -16.158 26.047 -16.310
```

- E_tot (eV) = -87856.877
- lowest unoccupied orbital energy (eV) = 3.3068
- net charge = -2
- HOMO (Ha) = -0.0269
- max |F| (eV/A) = 3.84

Atomic partial charges in e from the Löwdin method, atoms 1 to 6: number 1, Pb, carries 1.62; number 2, C, carries -0.08; number 3, C, carries -0.65; number 4, C, carries -0.09; number 5, O, carries -0.40; number 6, H, carries 0.01

***

Record 4
Entry from OMol25: a molecular structure, BH4In (wB97M-V/def2-TZVPD).

Geometry as XYZ:
```
6
BH4In (wB97M-V/def2-TZVPD)
In -9.163 -11.278 -6.636
B -10.442 -9.493 -6.490
H -11.016 -10.273 -6.967
H -9.553 -9.318 -7.077
H -10.986 -8.649 -6.097
H -10.117 -9.966 -5.576
```

- ΔE to the lowest compared entry with this formula, charge and spin (eV) = 1.505
- E_tot (eV) = -5885.783
- lowest unoccupied orbital energy (eV) = -17.2480
- net charge = +2
- HOMO (Ha) = -0.9026
- max |F| (eV/A) = 6.90

Partial charges, Löwdin, in e: number 1, In, carries 2.00; number 2, B, carries -0.14; number 3, H, carries 0.00; number 4, H, carries -0.01; number 5, H, carries 0.17; number 6, H, carries -0.02

***

Record 5
Entry from OMol25: C5H5NO in the gas phase (wB97M-V/def2-TZVPD).

Geometry as XYZ:
```
12
C5H5NO (wB97M-V/def2-TZVPD)
O 0.062 2.612 0.694
C 0.232 1.591 0.073
C 0.184 0.231 0.731
C -0.987 -0.690 0.516
C 0.335 -1.019 -0.123
C 0.537 -0.712 -1.520
N 0.726 -0.283 -2.578
H 0.457 1.612 -1.012
H 0.646 0.217 1.713
H -1.817 -0.384 -0.114
H -1.270 -1.306 1.365
H 0.895 -1.870 0.255
```

- ΔE to the lowest compared entry with this formula, charge and spin (eV) = 1.507
- E_tot (eV) = -8801.912
- lowest unoccupied orbital energy (eV) = 0.5550
- SMILES string = N#C[C@@H]1C[C@@H]1C=O
- HOMO (Ha) = -0.3731
- max |F| (eV/A) = 1.03

Atomic partial charges in e from the Löwdin method, atoms 1 to 6: number 1, O, carries 0.07; number 2, C, carries -0.21; number 3, C, carries -0.18; number 4, C, carries -0.05; number 5, C, carries -0.23; number 6, C, carries -0.20

***

no.,Kohn-Sham gap (eV)
1,7.3
2,8.9
3,4.0
4,7.3
5,10.7